1.
67
Properties=species:S:1:pos:R:3:forces:R:3:lowdin_charge:R:1 method="wB97M-V/def2-TZVPD" total_energy_ha=-6361.0027 s_squared=3.987 lumo_energy_ha="-0.2841 / -0.2731" charge=+2 homo_lumo_gap_ha="0.21460 / 0.22555" spin_multiplicity=4
H -0.570750 3.941961 2.249493 0.0 -0.1 0.0 0.1056
O 0.724781 2.362329 1.853670 -0.1 -1.0 -0.4 -0.3070
C -2.724003 -1.555339 2.118600 -0.4 -0.1 -0.2 -0.0606
C -0.944673 -1.026307 3.614254 0.6 0.2 0.4 -0.1665
H 2.186745 3.953295 -2.395648 0.1 0.0 0.0 0.1140
N -2.564401 3.220879 -0.454399 0.1 -0.2 0.0 0.2309
H -1.739887 -3.084282 -3.155638 -0.1 0.0 0.0 0.0958
C -3.978904 2.293992 2.788337 -0.1 -0.3 0.3 -0.0301
C 3.406532 -1.561786 -0.989126 0.1 0.0 0.1 -0.0605
O -1.410527 -1.036203 2.273814 0.6 0.4 -0.1 -0.3850
H 0.973965 -1.061485 4.606198 0.0 0.0 -0.1 0.1450
C -1.243673 -3.050977 -2.188822 -0.1 -0.1 0.1 -0.0623
H 0.110670 -4.656387 -3.877266 -0.1 0.0 -0.1 0.1347
H 2.381657 -6.243097 -3.945525 0.0 0.0 0.0 0.0978
H 3.786948 -5.258565 -4.340011 0.1 0.0 -0.1 0.0848
H 1.723967 2.882592 3.594594 -0.1 0.0 -0.1 0.1473
C -2.749694 2.520316 0.678324 -0.6 1.2 -0.4 -0.5517
H -4.881913 1.680586 2.724826 0.1 0.1 0.0 0.1016
C 2.701834 -5.266436 -4.311063 0.0 -0.3 -0.3 -0.0308
H -1.626762 -3.875575 -1.586941 -0.1 0.0 0.0 0.0982
H -3.136623 1.651703 3.040973 -0.1 0.1 0.1 0.0708
H -3.178598 3.976678 -0.704173 0.0 0.0 0.0 0.1329
Br 0.627713 4.377787 -4.881666 0.0 -0.5 0.5 0.8061
C 0.497995 3.140607 -3.438745 0.1 0.3 -0.2 -0.6514
H -1.502632 -2.110188 -1.696254 -0.1 -0.1 -0.1 0.0294
H -1.441693 0.616030 -2.340773 -0.1 -0.1 -0.1 0.1045
Se 0.458745 -1.712613 0.096744 0.2 -0.8 -0.5 1.0104
H 3.042299 -0.533582 -1.052018 0.1 0.0 0.0 0.0684
C 0.330154 3.712358 1.673940 -0.3 0.6 -0.2 -0.0596
C -0.641442 1.345095 -2.340078 -0.1 -0.3 0.3 -0.1430
C -0.510214 2.179958 -3.433121 0.1 0.2 -0.1 -0.1125
H -1.237576 -0.091597 4.110654 -0.1 -0.1 -0.1 0.1306
C 1.267339 2.355329 -1.307032 0.1 -0.2 0.3 -0.1250
C 1.399540 3.215926 -2.379877 -0.1 0.1 -0.3 -0.1017
C 1.117753 -2.428859 -1.557868 0.4 -0.3 -0.9 -0.4320
H -4.293227 3.708851 1.257187 0.1 0.0 -0.1 0.1604
H 2.315115 -5.176485 -5.325253 0.1 0.0 -0.1 0.0950
H -1.945830 2.867400 -1.170100 0.0 0.0 0.1 0.0826
H 3.416029 -1.855677 0.063081 0.1 0.0 0.1 0.0787
H -2.751501 -2.608723 2.413056 0.0 0.1 0.0 0.1115
H -3.444307 -0.994123 2.719708 0.1 0.0 -0.1 0.0997
C 1.105896 2.070738 3.193357 0.4 -0.6 0.5 -0.1569
O 1.214449 -0.322050 2.670867 -0.5 0.4 -0.2 -0.2791
Re -0.198301 0.436592 0.555132 -0.7 1.7 0.2 1.3799
C 2.999855 -3.345283 -2.716626 -0.3 -0.3 -0.2 0.0156
C 0.218540 1.425062 -1.231159 -0.1 -0.2 0.5 -0.3462
H -1.371126 -1.864829 4.174369 0.0 0.1 -0.1 0.1459
H 1.132336 4.387300 1.986613 0.0 -0.1 0.0 0.1152
H 4.065988 -3.411111 -2.865507 0.2 0.0 0.0 0.1270
C 2.158043 -4.196933 -3.436131 -0.3 0.4 0.4 -0.2331
C 0.776107 -4.041929 -3.289367 0.5 -0.1 0.0 0.0107
H 0.141758 3.849692 0.612216 -0.1 0.1 0.0 0.0800
H 2.765680 0.934212 2.465481 0.0 0.0 0.2 0.1453
C 0.577932 -1.194271 3.596501 -0.6 -0.5 0.1 -0.1543
H -2.973845 -1.466852 1.061828 -0.1 0.0 0.1 0.0943
H -4.114170 3.045517 3.565480 0.0 -0.1 0.0 0.1004
H 1.995874 2.409523 -0.507274 0.0 0.1 0.1 0.1036
C 2.507420 -2.461882 -1.774777 -0.6 0.3 0.4 -0.2939
H 0.217927 1.963971 3.831336 0.0 0.1 -0.1 0.1388
O -2.042726 1.527966 0.981468 1.3 -1.3 0.1 -0.1452
C 1.938628 0.789739 3.169424 0.1 0.7 0.0 -0.1469
H 2.347592 0.591761 4.163923 -0.1 -0.1 -0.1 0.1455
H 0.804123 -2.208986 3.252672 0.0 0.1 0.1 0.1327
N -3.696451 2.940899 1.523832 0.1 -0.1 -0.1 0.0555
H 4.426780 -1.597323 -1.361963 0.0 0.0 0.0 0.0924
C 0.237964 -3.175358 -2.358352 0.1 0.5 0.5 -0.2989
H -1.187224 2.098445 -4.269398 -0.1 0.0 -0.1 0.1148

---

2.
59
Properties=species:S:1:pos:R:3:forces:R:3:lowdin_charge:R:1 method="wB97M-V/def2-TZVPD" total_energy_ha=-1229.9912 lumo_energy_ha=-0.0789 charge=+1 homo_lumo_gap_ha=0.31076
H -0.280391 -1.214808 -0.212999 -0.3 -0.1 0.0 0.1428
C -6.795519 1.610772 -0.140743 -0.1 0.0 -0.1 -0.0868
O 0.396766 -2.929109 1.584112 0.0 0.1 0.2 -0.0009
H 6.026592 1.782979 1.313271 0.1 -0.1 0.0 0.1223
H 3.863133 2.837926 -1.327397 -0.1 -0.2 0.0 0.0566
C 1.438650 -2.950384 -0.635290 -0.2 -0.6 0.2 -0.1059
H -4.011006 2.165813 1.677486 0.1 0.1 0.1 0.1088
C -4.627248 1.791606 0.874414 0.0 -0.1 0.1 -0.0266
H -1.156889 -3.441951 -1.285738 0.0 0.1 0.0 0.1432
H -6.411759 2.576021 1.730983 0.0 0.1 0.1 0.1091
C -5.985540 2.037070 0.898813 0.0 -0.1 0.0 -0.0734
O 1.309009 0.093504 1.300216 0.2 -0.2 -0.5 -0.1112
C 2.453431 0.087947 0.545722 -0.2 -0.2 -0.1 -0.1835
H -4.463429 0.158349 -2.087609 0.1 -0.1 -0.1 0.0967
C 4.696722 0.785612 -0.028480 0.0 -0.2 -0.1 -0.2411
H 2.412945 -3.202044 -0.204253 -0.1 0.1 0.0 0.1459
C 5.714192 3.053064 -0.353068 0.2 -0.1 0.2 -0.1632
H 3.585708 1.565288 1.610242 0.0 0.1 0.1 0.1237
N -1.252933 -1.608869 -0.232170 0.5 0.2 0.1 -0.0946
C 3.586883 -0.881432 -1.356916 -0.4 0.0 0.1 0.0098
H -0.978085 0.780766 1.017627 0.0 0.0 0.1 0.1143
H 4.664469 4.475813 -1.470489 0.1 0.2 -0.1 0.0564
H 5.561797 -0.170301 -1.737812 0.1 0.0 -0.1 0.1230
C -1.918430 -1.089374 -1.445310 -0.3 0.6 -0.6 -0.0778
N -2.650781 0.907510 -0.190969 0.2 0.2 -0.1 -0.1023
O 1.323305 -1.544462 -0.812446 0.3 0.3 0.1 -0.0901
H 0.378133 -4.564536 0.311058 -0.1 0.2 -0.1 0.1633
C 4.698725 3.473054 -1.082061 -0.1 0.1 -0.1 0.0168
H -2.976386 -1.539795 0.966254 0.1 -0.1 -0.1 0.1495
C 1.331863 0.815526 2.515208 0.0 0.2 0.2 -0.0656
H -1.844866 -3.551260 0.346739 0.0 0.1 -0.1 0.1484
H 1.357660 -3.443230 -1.611663 0.0 0.0 0.1 0.1415
H 2.180000 0.519341 3.136841 0.0 0.0 0.0 0.1044
C 0.313133 -3.465595 0.287375 0.2 0.1 -0.6 -0.3130
H -2.926316 -1.508739 -1.491454 0.1 -0.1 0.0 0.1389
H -1.424082 -1.516313 1.851627 0.0 -0.1 -0.1 0.1308
C 4.696491 -0.097484 -1.098516 0.0 0.1 0.1 -0.0198
H 1.368450 1.893837 2.337506 0.0 0.0 0.0 0.1058
H 3.578794 -1.567854 -2.189756 0.0 -0.1 -0.1 0.1276
C -2.001532 0.395862 0.988927 0.0 -0.2 0.1 -0.1228
C 2.469787 -0.788095 -0.547744 0.0 0.1 0.1 -0.1897
C -4.043936 1.099989 -0.188548 -0.2 0.1 0.0 -0.2279
H -1.351378 -1.398256 -2.324339 0.0 -0.1 0.1 0.1425
C 3.572564 0.870419 0.786085 -0.1 0.0 0.1 0.0382
H 6.779169 1.230476 -0.181393 0.0 0.0 0.1 0.1214
C -4.865379 0.682491 -1.233717 0.2 0.0 0.0 -0.0355
H -2.455501 0.848015 -2.260724 0.1 -0.1 0.0 0.1333
H -0.945998 0.828455 -1.343716 0.0 0.0 -0.1 0.1383
H -2.525431 0.724405 1.884080 0.1 -0.1 0.0 0.1246
C -1.973793 0.445407 -1.370589 -0.1 -0.2 -0.1 -0.1270
C -1.958784 -1.139859 0.979723 -0.3 0.6 0.8 -0.0659
H 0.406983 0.563213 3.031150 0.0 0.1 0.0 0.0920
C 5.872170 1.676186 0.235573 0.0 0.1 -0.1 -0.1568
H -6.839900 0.611435 -2.030832 -0.1 0.0 -0.1 0.1083
H 1.239283 -3.160308 1.989721 0.0 0.0 0.0 0.1214
H 6.537889 3.718748 -0.133444 0.1 0.2 0.0 0.1002
C -6.225136 0.942583 -1.207573 -0.1 0.0 0.0 -0.0776
H -7.855633 1.806254 -0.122641 -0.1 0.0 0.0 0.1057
C -1.068640 -3.081685 -0.260334 0.4 -0.8 0.3 -0.0463

---

3.
72
Properties=species:S:1:pos:R:3:forces:R:3:lowdin_charge:R:1 method="wB97M-V/def2-TZVPD" total_energy_ha=-3469.7912 lumo_energy_ha=-0.0548 homo_lumo_gap_ha=0.26470
H -5.866487 -0.804805 1.455947 0.1 -0.2 -0.1 0.1174
H -5.300389 -2.253841 2.394332 -0.2 -0.1 -0.1 0.0994
C -6.630902 -0.867984 3.409558 0.0 -0.2 -0.2 -0.2743
C -1.074861 4.444430 0.890282 -0.2 0.2 -0.1 -0.0958
H -5.033018 2.845412 4.781329 0.1 0.2 -0.1 0.0295
O 3.375358 0.413422 -3.098485 -0.7 -0.4 0.1 -0.2634
H 0.376114 2.862491 -4.936509 0.0 0.0 0.1 0.0859
H -0.121960 -0.759054 -2.653037 -0.1 -0.1 -0.1 0.0885
O 2.269928 2.724966 1.240377 -2.0 -0.8 -0.8 -0.2259
O -2.677974 -2.361489 4.095891 -0.1 -0.2 -0.2 -0.1293
H 1.836906 2.871925 -5.952257 0.1 -0.1 0.0 0.0841
H 1.464267 -1.437837 -2.254004 0.0 0.0 0.1 0.0774
O 1.868448 5.175739 1.106788 -0.4 -0.3 -0.9 -0.2332
H 0.390865 -0.819838 -0.969109 0.1 0.0 0.1 0.0803
O 1.644586 3.772328 3.268614 -0.1 -0.1 0.1 -0.2289
H 2.858033 -1.426231 -6.781961 0.0 -0.1 0.0 0.0826
H 2.735116 3.222792 -0.736612 -0.1 0.1 0.1 0.0944
H -4.389411 1.243271 5.139011 0.1 0.1 0.1 0.0351
C -5.505598 -1.185545 2.419416 0.2 0.6 0.7 -0.1765
N -7.631445 -1.606618 3.607986 0.0 -0.2 0.0 0.0970
H -0.850912 5.429012 0.482800 0.2 0.0 0.0 0.0902
H 4.416354 -0.584464 -6.987762 -0.1 0.1 0.1 0.0837
P 1.333027 3.942902 1.711706 2.6 2.9 3.1 0.4077
C 3.864014 -1.302198 -6.383194 0.2 0.0 -0.2 -0.1003
H 2.231871 -3.013270 1.823576 -0.1 0.1 0.0 0.0896
H -0.962606 3.691399 0.109459 0.0 0.0 0.0 0.0822
H 0.155757 -6.681368 -1.674219 0.1 0.1 0.0 0.0890
O -3.272977 2.248528 1.843073 0.7 -0.7 0.8 -0.3565
H -6.583202 0.064106 3.971992 0.0 0.1 0.0 0.0904
H 4.444169 -1.314603 -2.662430 0.0 0.0 -0.1 0.0871
H 2.881867 -4.103113 0.580671 0.0 0.0 -0.1 0.0889
P -2.534261 -0.974632 3.313219 0.9 0.8 0.0 0.4255
O 1.190179 -3.005307 0.062110 -1.3 -1.6 1.2 -0.2305
C 2.287833 2.410004 -0.166651 0.2 0.0 -0.2 -0.0780
O -0.698697 -4.803239 -1.387302 0.1 -0.2 2.3 -0.2072
H 3.693307 4.158649 3.223731 0.0 0.0 -0.1 0.0907
C 0.429347 -1.348050 -1.921740 0.1 0.2 0.0 -0.1010
O -1.824942 0.022603 4.139480 -0.3 0.2 0.2 -0.2954
H -2.070128 -0.827952 1.250939 0.3 -0.2 -0.2 0.0724
B -4.270155 -0.307252 2.787327 0.3 -0.1 -0.2 -0.4059
O 3.910216 1.420725 -5.449059 -0.9 -0.2 -1.0 -0.2588
P 3.002424 0.515699 -4.662447 6.8 4.3 1.8 0.5673
H -1.531305 -6.651199 -1.113858 0.0 0.1 0.0 0.0876
H 0.701541 1.500775 -6.013105 0.0 0.0 0.0 0.0820
C 4.569863 -0.233402 -2.662022 0.1 -0.2 0.2 -0.0983
H 1.403061 -4.538247 1.477412 0.0 0.0 0.0 0.0821
C 1.162555 2.248547 -5.368434 -0.1 0.2 -0.1 -0.1092
H 3.227230 2.477474 3.604495 0.0 0.0 -0.1 0.0823
H -2.488650 -2.187132 5.029750 0.1 -0.1 -0.1 0.0909
O 1.874953 1.642190 -4.279110 -2.2 -2.4 -0.5 -0.2437
H 4.752524 0.091731 -1.638964 -0.1 0.1 0.0 0.0834
H -2.422645 2.020560 2.259409 0.1 0.2 -0.1 0.0428
H 4.370519 -2.263947 -6.406620 0.0 0.0 0.1 0.0885
H 2.982418 3.758336 4.796614 -0.1 0.1 0.0 0.0872
P -4.515221 1.617603 2.740324 -1.5 0.6 -0.6 0.8492
C 2.965478 3.526918 3.733936 0.1 0.0 0.1 -0.1049
H -0.227634 -6.289455 0.021004 0.0 0.0 0.0 0.0809
O 1.694308 -4.374803 -1.945842 0.1 -0.7 0.7 -0.2365
H -7.549818 -2.431697 3.009742 -0.2 -0.1 0.1 0.0530
C -0.554516 -6.186865 -1.013642 0.0 -0.2 -0.1 -0.0894
H 1.279947 2.212837 -0.531846 0.0 0.0 -0.1 0.0798
O -0.200197 -2.617140 -1.812125 -0.3 0.1 0.1 -0.2275
H 5.421363 0.044775 -3.281037 -0.1 0.0 -0.1 0.0946
H -2.101081 4.420207 1.242182 0.0 0.0 0.1 0.0715
O -1.678871 -1.316907 1.988367 -0.7 -0.4 0.1 -0.1241
H -3.258412 2.490567 4.640459 0.0 0.1 0.1 0.0468
O 3.834862 -0.868909 -5.016001 -3.2 -1.4 -0.4 -0.2693
H 2.887436 1.513584 -0.296695 0.0 0.0 0.1 0.0783
P 0.564494 -3.855034 -1.152657 1.1 2.4 -4.1 0.4113
C 1.971589 -3.718415 1.039175 0.3 0.1 0.0 -0.0826
C -4.273664 2.121638 4.500874 0.1 -0.6 -0.2 -0.2719
O -0.222190 4.153695 2.015382 -0.3 -1.8 -1.4 -0.2097